No. 1
The following is a DFT calculation (ωB97M-V with the def2-TZVPD basis set) of a 2-piece molecular cluster, C6H15F6N4O2P overall.

Structure (XYZ):
```
34
C6H15F6N4O2P ωB97M-V with the def2-TZVPD basis set
N 1.07 0.01 -0.58
H 2.62 -1.14 -1.37
F -2.32 -0.84 -4.09
H 0.24 -1.64 1.31
F -3.64 -1.02 -2.30
P -2.30 -1.85 -2.78
C 1.13 -0.17 2.54
H -0.93 1.75 0.60
H -1.56 0.24 3.67
N -0.95 0.91 0.03
C -0.69 0.87 3.81
H 1.67 0.70 2.17
C 0.14 0.10 0.31
H 1.96 -1.74 0.15
H -0.63 1.60 3.01
F -0.66 -1.76 -3.13
H 0.49 -0.73 4.37
C 0.97 0.70 -1.87
F -1.92 -3.33 -2.18
H -0.77 1.42 4.74
O 2.23 2.73 -1.86
H 1.87 -0.95 2.68
C 2.24 -0.86 -0.41
H -0.02 3.55 -1.12
F -1.79 -1.30 -1.27
H -1.78 0.39 0.33
H 3.00 -0.31 0.14
N 0.17 -0.64 1.49
H 0.06 0.39 -2.35
H 1.79 0.39 -2.50
O -0.03 2.95 -1.87
F -3.35 -2.76 -3.65
C 1.12 2.22 -1.84
N 0.56 0.10 3.81
```

Summary:
- Total charge: 0

***

No. 2
The following is a DFT calculation (ωB97M-V with the def2-TZVPD basis set) of the molecule C3H5FO2S.

Structure (XYZ):
```
12
C3H5FO2S ωB97M-V with the def2-TZVPD basis set
C -0.07 1.28 0.27
O 0.72 2.07 -0.47
H 2.11 -1.21 -0.80
F -2.16 -0.54 -0.32
C -1.06 -1.02 0.38
H 1.61 1.68 -0.71
S 1.76 -0.69 0.42
H -0.01 -0.15 -1.23
H -1.23 -0.91 1.44
O -0.88 1.66 1.10
C 0.05 -0.14 -0.14
H -0.84 -2.03 0.06
```

Summary:
- SMILES: O=C(O)[C@@H](S)CF
- Total charge: 0

***

No. 3
The following is a DFT calculation (ωB97M-V with the def2-TZVPD basis set) of a 9-piece molecular cluster, C2H22NO8S overall.

Structure (XYZ):
```
34
C2H22NO8S ωB97M-V with the def2-TZVPD basis set
H 0.43 -2.10 3.15
H -0.12 2.71 -0.02
H -2.83 -0.66 1.77
H -2.30 1.66 2.18
H -1.80 2.09 -1.60
H -0.61 -2.84 0.03
O -2.91 2.27 1.75
O 3.80 -0.60 -0.39
H 0.89 -0.33 -3.96
H -1.98 -1.53 2.82
H -0.58 -0.49 1.31
O 1.73 -2.24 -2.76
O -2.81 -1.07 2.64
O 1.17 0.59 -3.87
H -1.01 3.32 -2.14
H -1.33 0.99 0.72
O -0.35 -2.64 3.05
C 0.80 1.15 1.02
H 0.70 1.39 2.10
N 0.80 2.49 0.36
H 1.77 0.78 0.71
H -2.69 2.58 0.88
H 3.88 -0.38 -1.33
H 0.50 -2.01 0.07
S -0.36 -0.31 -1.09
H 3.17 -1.32 -0.29
C -0.41 0.35 0.63
H 0.37 1.01 -3.53
O -1.76 3.06 -1.60
H 0.88 -2.18 -3.19
H 1.45 2.54 -0.40
O 0.25 -2.90 0.46
H -0.35 -3.28 2.33
H 1.62 -2.10 -1.81
```

Summary:
- Total charge: -1

***

HOMO energy for the records above, in order: -0.38565 -0.37719 -0.16107 Ha
F_max for the records above, in order: 0.040 0.041 0.043 Eh/bohr